Molecular formula: C19H14O6
Method: DFT, wB97M-V/def2-TZVPD

Last columns: bonded neighbours and bond lengths (Å).
CARTESIAN COORDINATES (ANGSTROEM)
1 O -4.6213 -3.5692 5.0849  C2 1.190
2 C -4.6228 -2.8269 4.1548  O1 1.190, O3 1.343, H18 1.095
3 O -4.1099 -3.1075 2.9457  C2 1.343, C4 1.444
4 C -2.8032 -3.7218 2.9684  O3 1.444, C5 1.509, H19 1.086, H20 1.088
5 C -1.9527 -3.1612 1.8550  C4 1.509, C6 1.503, H21 1.089, H22 1.089
6 C -1.2742 -1.8554 2.1618  C5 1.503, C7 1.333, C16 1.497
7 C -1.5430 -1.0569 3.1946  C6 1.333, C8 1.487, H23 1.079
8 C -0.7568 0.1957 3.3525  C7 1.487, O9 1.204, C10 1.488
9 O -0.4040 0.6122 4.4255  C8 1.204
10 C -0.4039 0.8566 2.0674  C8 1.488, C11 1.392, C15 1.394
11 C -0.3632 2.2431 1.9505  C10 1.392, C12 1.394, H24 1.079
12 C -0.0048 2.8009 0.7245  C11 1.394, C13 1.395, H25 1.079
13 C 0.3187 1.9771 -0.3539  C12 1.395, C14 1.394, H26 1.083
14 C 0.2583 0.5890 -0.2380  C13 1.394, C15 1.390, H27 1.080
15 C -0.1129 0.0336 0.9811  C10 1.394, C14 1.390, C16 1.485
16 C -0.2180 -1.4327 1.1894  C6 1.497, C15 1.485, O17 1.204
17 O 0.5010 -2.2281 0.6423  C16 1.204
18 H -5.0506 -1.8219 4.2370  C2 1.095
19 H -2.3304 -3.6219 3.9410  C4 1.086
20 H -2.9327 -4.7862 2.7847  C4 1.088
21 H -2.5353 -3.0491 0.9419  C5 1.089
22 H -1.1639 -3.8836 1.6480  C5 1.089
23 H -2.3036 -1.2717 3.9286  C7 1.079
24 H -0.6154 2.8359 2.8159  C11 1.079
25 H 0.0238 3.8744 0.6177  C12 1.079
26 H 0.6221 2.4233 -1.2929  C13 1.083
27 H 0.5056 -0.0576 -1.0668  C14 1.080
28 C 2.7146 1.2922 -3.4282  C29 1.330, C34 1.484, H36 1.082
29 C 3.7038 0.7074 -4.0979  C28 1.330, C30 1.485, H37 1.082
30 C 4.2250 1.2860 -5.3627  C29 1.485, O31 1.211, C32 1.485
31 O 5.1243 0.7535 -5.9742  C30 1.211
32 C 3.6005 2.5427 -5.8488  C30 1.485, C33 1.330, H38 1.082
33 C 2.6113 3.1268 -5.1783  C32 1.330, C34 1.483, H39 1.082
34 C 2.0911 2.5475 -3.9159  C28 1.484, C33 1.483, O35 1.214
35 O 1.1888 3.0846 -3.3056  C34 1.214
36 H 2.3227 0.8866 -2.5042  C28 1.082
37 H 4.1732 -0.2075 -3.7597  C29 1.082
38 H 3.9959 2.9478 -6.7714  C32 1.082
39 H 2.1417 4.0421 -5.5148  C33 1.082

- E_HOMO (eV) = -9.802
- Kohn-Sham gap (eV) = 8.0
- SMILES = O=COCCC1=CC(=O)c2ccccc2C1=O.O=C1C=CC(=O)C=C1
- energy relative to the best compared isomer or geometry (same formula, charge and spin) (eV) = 2.736
- multiplicity = 1

Which charges does Mulliken predict for the atoms? In e, they are: atom 1 (O): -0.485, atom 2 (C): 0.144, atom 3 (O): -0.317, atom 4 (C): -0.855, atom 5 (C): -0.416, atom 6 (C): 0.365, atom 7 (C): -0.254, atom 8 (C): -0.190, atom 9 (O): -0.546, atom 10 (C): 0.593, atom 11 (C): -0.742, atom 12 (C): -0.697, atom 13 (C): -0.132, atom 14 (C): -0.783, atom 15 (C): 0.557, atom 16 (C): 0.099, atom 17 (O): -0.554, atom 18 (H): 0.417, atom 19 (H): 0.472, atom 20 (H): 0.440, atom 21 (H): 0.345, atom 22 (H): 0.348, atom 23 (H): 0.409, atom 24 (H): 0.469, atom 25 (H): 0.443, atom 26 (H): 0.455, atom 27 (H): 0.494, atom 28 (C): 0.026, atom 29 (C): -0.534, atom 30 (C): 0.294, atom 31 (O): -0.532, atom 32 (C): -0.449, atom 33 (C): -0.436, atom 34 (C): 0.648, atom 35 (O): -0.570, atom 36 (H): 0.211, atom 37 (H): 0.437, atom 38 (H): 0.400, atom 39 (H): 0.427

Molecular formula: C4H13N3
Method: DFT, wB97M-V/def2-TZVPD

Last columns: bonded neighbours and bond lengths (Å).
CARTESIAN COORDINATES (ANGSTROEM)
1 C 0.3399 0.3900 0.9479  N2 1.452, C5 1.539, H8 1.092, H9 1.095
2 N 0.2248 -0.9811 0.4847  C1 1.452, C3 1.417, H10 0.993
3 C -0.7268 -1.9099 0.9746  N2 1.417, N4 1.500, H11 1.097, H12 1.094
4 N -1.6622 -2.3372 -0.1174  C3 1.500, H13 1.010, H14 1.025
5 C 1.4638 1.1402 0.2113  C1 1.539, N6 1.458, H15 1.095, H16 1.099
6 N 1.2614 1.5480 -1.1735  C5 1.458, C7 1.473, H17 1.011
7 C -0.1263 1.6703 -1.6512  N6 1.473, H18 1.092, H19 1.092, H20 1.088
8 H -0.5800 0.9075 0.6689  C1 1.092
9 H 0.5732 0.4080 2.0179  C1 1.095
10 H 1.1043 -1.3244 0.1763  N2 0.993
11 H -1.2759 -1.4450 1.8021  C3 1.097
12 H -0.2265 -2.8109 1.3413  C3 1.094
13 H -2.4782 -1.7418 -0.1218  N4 1.010
14 H -2.0837 -3.2116 0.2115  N4 1.025
15 H 2.3683 0.5240 0.1768  C5 1.095
16 H 1.6605 1.9765 0.8961  C5 1.099
17 H 1.7392 2.3634 -1.5314  N6 1.011
18 H -0.2479 1.2182 -2.6378  C7 1.092
19 H -0.5914 2.6561 -1.5792  C7 1.092
20 H -0.7368 0.9597 -1.0970  C7 1.088

- E_HOMO (eV) = -8.253
- Kohn-Sham gap (eV) = 9.3
- SMILES = CNCCNCN
- energy relative to the best compared isomer or geometry (same formula, charge and spin) (eV) = 1.698
- multiplicity = 1

Which charges does Mulliken predict for the atoms? In e, they are: atom 1 (C): -0.716, atom 2 (N): -0.131, atom 3 (C): -0.611, atom 4 (N): -0.656, atom 5 (C): -0.637, atom 6 (N): -0.265, atom 7 (C): -0.712, atom 8 (H): 0.392, atom 9 (H): 0.383, atom 10 (H): 0.198, atom 11 (H): 0.365, atom 12 (H): 0.351, atom 13 (H): 0.229, atom 14 (H): 0.241, atom 15 (H): 0.324, atom 16 (H): 0.281, atom 17 (H): 0.228, atom 18 (H): 0.292, atom 19 (H): 0.276, atom 20 (H): 0.167

Molecular formula: C5H13N2
Method: DFT, wB97M-V/def2-TZVPD

Last columns: bonded neighbours and bond lengths (Å).
CARTESIAN COORDINATES (ANGSTROEM)
1 C 0.4566 -0.4134 0.2102  C2 1.531, C3 1.538, C4 1.607, H8 1.140
2 C 0.5447 0.7614 1.1876  C1 1.531, N6 1.477, H9 1.138
3 C -0.5055 -0.3888 -0.9889  C1 1.538, C5 1.467, N7 1.330
4 C 0.3626 -1.6261 1.2598  C1 1.607, H10 1.088, H11 1.094, H12 1.071
5 C -1.9481 -0.6207 -0.8566  C3 1.467, H13 1.011, H14 1.108, H15 1.110
6 N 1.3699 1.9089 0.7586  C2 1.477, H16 1.064, H17 1.014, H20 1.124
7 N 0.0556 0.2678 -1.9998  C3 1.330, H18 1.022, H19 0.993
8 H 1.5375 -0.6176 -0.0881  C1 1.140
9 H -0.4049 1.0773 1.7293  C2 1.138
10 H -0.6445 -2.0162 1.1312  C4 1.088
11 H 0.4432 -1.2904 2.2974  C4 1.094
12 H 1.1273 -2.3356 1.0173  C4 1.071
13 H -2.3000 -1.5138 -1.1732  C5 1.011
14 H -2.4726 0.0173 -1.5959  C5 1.108
15 H -2.0764 -0.6449 0.2452  C5 1.110
16 H 2.1469 1.4300 0.2121  N6 1.064
17 H 1.7280 2.3328 1.6068  N6 1.014
18 H -0.3446 0.1359 -2.9309  N7 1.022
19 H 0.9657 0.6460 -1.8806  N7 0.993
20 H 0.7836 2.7820 0.3611  N6 1.124

- E_HOMO (alpha / beta) (eV) = -10.384 / -10.386
- Kohn-Sham gap (alpha / beta) (eV) = 6.2 / 6.2
- energy relative to the best compared isomer or geometry (same formula, charge and spin) (eV) = 5.633
- multiplicity = 1
- total charge = +1

Which charges does Mulliken predict for the atoms? In e, they are: atom 1 (C): -0.154, atom 2 (C): -1.050, atom 3 (C): 0.708, atom 4 (C): -1.173, atom 5 (C): -1.321, atom 6 (N): -0.217, atom 7 (N): -0.280, atom 8 (H): 0.522, atom 9 (H): 0.224, atom 10 (H): 0.311, atom 11 (H): 0.379, atom 12 (H): 0.307, atom 13 (H): 0.409, atom 14 (H): 0.390, atom 15 (H): 0.338, atom 16 (H): 0.373, atom 17 (H): 0.369, atom 18 (H): 0.282, atom 19 (H): 0.231, atom 20 (H): 0.351

Look up the multiplicity of the first one.
1

Copy entry 3 word for word.
Molecular formula: C5H13N2
Method: DFT, wB97M-V/def2-TZVPD

Last columns: bonded neighbours and bond lengths (Å).
CARTESIAN COORDINATES (ANGSTROEM)
1 C 0.4566 -0.4134 0.2102  C2 1.531, C3 1.538, C4 1.607, H8 1.140
2 C 0.5447 0.7614 1.1876  C1 1.531, N6 1.477, H9 1.138
3 C -0.5055 -0.3888 -0.9889  C1 1.538, C5 1.467, N7 1.330
4 C 0.3626 -1.6261 1.2598  C1 1.607, H10 1.088, H11 1.094, H12 1.071
5 C -1.9481 -0.6207 -0.8566  C3 1.467, H13 1.011, H14 1.108, H15 1.110
6 N 1.3699 1.9089 0.7586  C2 1.477, H16 1.064, H17 1.014, H20 1.124
7 N 0.0556 0.2678 -1.9998  C3 1.330, H18 1.022, H19 0.993
8 H 1.5375 -0.6176 -0.0881  C1 1.140
9 H -0.4049 1.0773 1.7293  C2 1.138
10 H -0.6445 -2.0162 1.1312  C4 1.088
11 H 0.4432 -1.2904 2.2974  C4 1.094
12 H 1.1273 -2.3356 1.0173  C4 1.071
13 H -2.3000 -1.5138 -1.1732  C5 1.011
14 H -2.4726 0.0173 -1.5959  C5 1.108
15 H -2.0764 -0.6449 0.2452  C5 1.110
16 H 2.1469 1.4300 0.2121  N6 1.064
17 H 1.7280 2.3328 1.6068  N6 1.014
18 H -0.3446 0.1359 -2.9309  N7 1.022
19 H 0.9657 0.6460 -1.8806  N7 0.993
20 H 0.7836 2.7820 0.3611  N6 1.124

- E_HOMO (alpha / beta) (eV) = -10.384 / -10.386
- Kohn-Sham gap (alpha / beta) (eV) = 6.2 / 6.2
- energy relative to the best compared isomer or geometry (same formula, charge and spin) (eV) = 5.633
- multiplicity = 1
- total charge = +1

Which charges does Mulliken predict for the atoms? In e, they are: atom 1 (C): -0.154, atom 2 (C): -1.050, atom 3 (C): 0.708, atom 4 (C): -1.173, atom 5 (C): -1.321, atom 6 (N): -0.217, atom 7 (N): -0.280, atom 8 (H): 0.522, atom 9 (H): 0.224, atom 10 (H): 0.311, atom 11 (H): 0.379, atom 12 (H): 0.307, atom 13 (H): 0.409, atom 14 (H): 0.390, atom 15 (H): 0.338, atom 16 (H): 0.373, atom 17 (H): 0.369, atom 18 (H): 0.282, atom 19 (H): 0.231, atom 20 (H): 0.351

What is the formula in the first record?
C19H14O6

What is the energy relative to the best compared isomer or geometry (same formula, charge and spin) in the first record?
2.736 eV